No. 1
Entry from the Open Molecules 2025 dataset: 2 unconnected molecules or ions with the total composition C8H16N2 in a non-equilibrium geometry (wB97M-V/def2-TZVPD).

ORCA input file:
```
! RIJCOSX wB97M-V def2-TZVPD def2/J DEFGRID3
* xyz 0 1
N 0.601 1.176 1.784
N 0.313 2.883 0.398
C -1.933 2.287 -0.524
C 1.087 2.402 1.331
C 0.856 -2.916 0.334
C 1.566 -3.133 -2.044
C -0.708 2.002 0.233
C -0.549 0.942 1.107
C 2.069 -3.135 -0.578
C -2.803 3.431 0.064
H -2.598 1.429 -0.588
H -1.661 2.612 -1.536
H 0.640 -2.538 -2.203
H -3.800 3.051 0.329
H 0.281 -2.023 0.144
H 1.165 -4.100 -2.345
H 2.011 2.774 1.738
H 1.149 0.508 2.313
H 2.864 -2.393 -0.510
H 2.193 -2.603 -2.762
H 1.176 -3.012 1.378
H -1.407 0.351 1.388
H 2.539 -4.114 -0.482
H -2.515 3.621 1.112
H 0.344 -3.886 0.367
H -2.881 4.381 -0.449
*
```

Output
Structure (SMILES) = CCc1c[nH]cn1.CCC
HOMO = -8.5 eV
Relative energy (zero: lowest compared OMol25 entry of this formula, charge and spin) = 31.4 kcal per mole
F_max = 3.0 eV/Å
Kohn-Sham gap = 9.31 eV

=====

No. 2
Entry from the Open Molecules 2025 dataset: 2 unconnected molecules or ions with the total composition C8H16N2 in a non-equilibrium geometry (wB97M-V/def2-TZVPD).

ORCA input file:
```
! RIJCOSX wB97M-V def2-TZVPD def2/J DEFGRID3
* xyz 0 1
N -1.973 -3.346 0.606
N -2.290 -1.666 2.019
C -2.066 -3.003 1.871
C -2.246 -1.108 0.760
C -1.970 -2.138 -1.565
C 0.424 1.448 -0.026
C 2.239 3.216 -0.380
C 2.901 0.757 -0.273
C -2.099 -2.171 -0.100
C 1.778 1.716 -0.647
H 3.086 -0.079 -0.927
H -3.010 -2.051 -1.954
H -2.646 -1.276 2.873
H -1.607 -3.058 -2.016
H 1.349 3.774 -0.127
H -2.376 -0.059 0.580
H -1.388 -1.338 -2.025
H 0.374 1.787 1.017
H 1.580 1.568 -1.733
H 2.761 0.567 0.809
H 2.836 3.622 -1.198
H 0.173 0.363 0.079
H 3.841 1.338 -0.332
H -2.005 -3.684 2.706
H -0.489 1.720 -0.529
H 2.821 3.100 0.515
*
```

Output
Structure (SMILES) = Cc1c[nH]cn1.CC(C)C
HOMO = -8.5 eV
Relative energy (zero: lowest compared OMol25 entry of this formula, charge and spin) = 20.5 kcal per mole
F_max = 2.7 eV/Å
Kohn-Sham gap = 9.39 eV

=====

No. 3
Entry from the Open Molecules 2025 dataset: C8H16N2 in the gas phase in a non-equilibrium geometry (wB97M-V/def2-TZVPD).

ORCA input file:
```
! RIJCOSX wB97M-V def2-TZVPD def2/J DEFGRID3
* xyz 0 1
N 0.917 -1.800 -0.984
N -1.197 0.074 -0.126
C 0.568 1.656 -0.447
C 0.585 -1.009 1.242
C 1.672 0.569 -0.807
C -2.369 -0.784 -0.216
C 0.392 1.431 1.129
C 1.504 -0.875 -0.069
C -0.842 1.238 -1.011
C -0.380 0.092 1.113
H 2.497 -1.158 0.255
H -2.181 -1.851 -0.504
H 1.225 -0.812 2.018
H 1.405 1.432 1.571
H -0.984 0.926 -2.107
H 0.675 2.722 -0.743
H -0.124 -1.442 -0.986
H -2.759 -0.914 0.779
H -3.075 -0.447 -0.878
H -0.156 2.296 1.543
H 0.793 -2.680 -0.523
H 1.690 0.434 -1.957
H -1.067 0.006 1.978
H 2.738 0.789 -0.453
H 0.027 -1.975 1.065
H -1.554 2.080 -0.883
*
```

Output
Structure (SMILES) = CN1C[C@@H]2C[C@H](N)C[C@H]1C2
HOMO = -7.8 eV
Relative energy (zero: lowest compared OMol25 entry of this formula, charge and spin) = 58.5 kcal per mole
F_max = 4.4 eV/Å
Kohn-Sham gap = 8.74 eV

=====

No. 4
Entry from the Open Molecules 2025 dataset: 2 unconnected molecules or ions with the total composition C8H16N2 in a non-equilibrium geometry (wB97M-V/def2-TZVPD).

ORCA input file:
```
! RIJCOSX wB97M-V def2-TZVPD def2/J DEFGRID3
* xyz 0 1
N 1.406 2.589 2.655
N -0.459 2.024 1.719
C -0.093 0.971 2.536
C 0.152 -0.998 -1.731
C 0.465 2.942 1.736
C 1.145 1.293 3.054
C -1.059 -1.449 -0.959
C -0.960 -0.236 2.524
C -0.336 0.144 -2.769
C 0.759 -2.068 -2.664
H -1.963 -1.464 -1.588
H -1.992 0.159 2.385
H -0.490 1.014 -2.116
H 0.347 -3.073 -2.473
H 0.922 -0.509 -1.098
H -0.932 -0.893 3.400
H -1.282 -0.131 -3.171
H 0.485 0.430 -3.418
H -0.946 -2.508 -0.678
H 0.409 3.857 1.153
H 1.692 0.606 3.684
H 0.649 -1.703 -3.663
H -0.805 -0.795 1.581
H 1.818 -2.225 -2.607
H -1.312 -0.878 -0.075
H 2.381 2.901 2.582
*
```

Output
Structure (SMILES) = Cc1c[nH]cn1.CC(C)C
HOMO = -8.6 eV
Relative energy (zero: lowest compared OMol25 entry of this formula, charge and spin) = 28.5 kcal per mole
F_max = 3.7 eV/Å
Kohn-Sham gap = 9.48 eV